[1]
Density functional theory data (ωB97M-V/def2-TZVPD) for a structure of composition C37H40BrFN4O5PtS2 at a distorted geometry.

Cartesian coordinates (Å):
Pt (-1.4580, -2.2253, -0.2156)
C (2.3561, 2.5297, 3.8941)
C (3.0690, 1.1541, 4.0098)
N (2.6802, 0.1891, 2.9687)
C (1.5820, -0.4474, 3.1712)
C (0.8427, -1.0020, 2.1870)
C (-0.4295, -1.7337, 2.6489)
O (-0.7238, -1.6056, 3.8335)
O (-1.1900, -2.3760, 1.8341)
C (1.3360, -0.9663, 0.8428)
O (0.7533, -1.3369, -0.1873)
C (2.6655, -0.3776, 0.6619)
C (3.2421, -0.3108, -0.6172)
C (4.5194, 0.1190, -0.7670)
F (5.0999, 0.0693, -1.9788)
C (5.1794, 0.6792, 0.2858)
C (4.6086, 0.7455, 1.5075)
C (3.3479, 0.1715, 1.7622)
N (6.5338, 1.1290, 0.1709)
C (6.8693, 2.0982, -0.8590)
C (8.3979, 2.1341, -1.0628)
N (9.0613, 2.1605, 0.3289)
C (8.7317, 0.8102, 0.9488)
C (7.5786, 0.1207, 0.3801)
H (2.6449, 3.0801, 4.7954)
H (1.2751, 2.3796, 3.9354)
H (2.5297, 3.1479, 3.0050)
H (2.7419, 0.8554, 5.0013)
H (4.1481, 1.3646, 4.0302)
H (0.9789, -0.4630, 4.1248)
H (2.6718, -0.6992, -1.4509)
H (5.2230, 1.2656, 2.2656)
H (6.4594, 3.0549, -0.5319)
H (6.4225, 1.7878, -1.8148)
H (8.7183, 2.9869, -1.6352)
H (8.6774, 1.2826, -1.5911)
H (8.6083, 2.8681, 0.8858)
H (10.0720, 2.3348, 0.2078)
H (8.4623, 1.1896, 1.9547)
H (9.6430, 0.1746, 1.0923)
H (7.1977, -0.5985, 1.1147)
H (7.7516, -0.4837, -0.4281)
O (-3.3897, -3.3976, -0.1905)
S (-4.7365, -3.1392, 0.5020)
C (-4.9997, -1.3938, 0.7065)
C (-4.2138, -0.8629, 1.9056)
C (-4.0707, 0.6145, 2.1415)
C (-2.6204, 0.9617, 2.3765)
S (-1.7107, 0.9699, 0.8257)
O (-2.2721, -0.0802, -0.0932)
C (-2.2888, 2.4426, 0.0319)
C (-3.0051, 2.2594, -1.1387)
C (-3.5185, 3.3932, -1.7323)
C (-3.3341, 4.6753, -1.2255)
C (-2.6523, 4.8097, -0.0607)
C (-2.0804, 3.7215, 0.6167)
C (-5.9241, -3.3427, -0.8238)
C (-7.1403, -3.9579, -0.6082)
C (-8.0499, -4.0148, -1.6641)
C (-7.7063, -3.6321, -2.9406)
C (-6.4235, -3.0762, -3.1779)
C (-5.5760, -2.9423, -2.1269)
H (-6.0469, -1.3379, 0.8059)
H (-4.7342, -1.0346, -0.2831)
H (-3.2789, -1.3777, 1.9158)
H (-4.8369, -1.2707, 2.7557)
H (-4.5930, 0.9264, 3.0352)
H (-4.6008, 1.2171, 1.2918)
H (-1.9638, 0.3015, 3.0026)
H (-2.4449, 2.0041, 2.6839)
H (-3.1218, 1.2227, -1.4884)
H (-4.0504, 3.2513, -2.6488)
H (-3.8539, 5.4466, -1.7042)
H (-2.5373, 5.8139, 0.3116)
H (-1.5431, 3.9173, 1.6013)
H (-7.4987, -4.1545, 0.3470)
H (-9.0678, -4.4111, -1.5022)
H (-8.4443, -3.6269, -3.8102)
H (-6.0033, -2.8824, -4.2026)
H (-4.5216, -2.7027, -2.1602)
Br (-3.2935, -4.2299, -5.6343)
C (-2.3523, -3.0557, -4.5437)
C (-1.8021, -1.8886, -5.1397)
C (-1.2501, -0.9014, -4.3186)
C (-1.2242, -1.0346, -2.9215)
N (-1.6509, -2.1824, -2.3969)
C (-2.2731, -3.1693, -3.1673)
H (-1.8695, -1.7635, -6.2407)
H (-0.8601, 0.0160, -4.7290)
H (-0.7911, -0.3201, -2.2357)
H (-2.6577, -4.0376, -2.6563)

The LUMO energy (alpha / beta) is -4.647 / -4.978 eV. Its HOMO-LUMO gap (alpha / beta) is 7.18 / 7.80 eV. Its expectation value of S² is 2.0044. As for the total charge: +2. The HOMO energy (alpha / beta) is -11.82 / -12.78 eV. For the energy above the lowest of the compared OMol25 structures with the same formula, charge and spin, the calculation gives 28.7 kcal/mol. The spin multiplicity is 3.

Results of the Löwdin charge analysis, in e, for atoms 1 through 8:
1. Pt 1.281
2. C -0.058
3. C -0.153
4. N -0.019
5. C -0.015
6. C -0.038
7. C -0.597
8. O 0.036

[2]
Density functional theory data (ωB97M-V/def2-TZVPD) for a cluster of 2 separate species, C5H11N2O in total at a distorted geometry.

Cartesian coordinates (Å):
C (-2.0498, 2.1119, 1.1704)
C (-0.3969, 2.7094, -0.4456)
C (0.4367, -1.4266, -0.0195)
C (0.6738, -2.8359, 0.1260)
C (1.4671, -0.6060, -0.9175)
N (-2.5722, 3.2290, 1.0389)
N (-1.0615, 1.8063, 0.1770)
O (-0.3345, -0.7628, 0.6269)
H (-2.3198, 1.3004, 1.8912)
H (0.2899, 2.3326, -1.2051)
H (-0.4153, 3.8505, -0.1114)
H (1.8202, -3.1046, 0.1036)
H (0.2311, -3.2743, -0.7699)
H (0.2134, -3.2903, 1.1029)
H (2.3340, -1.3028, -1.3244)
H (1.7877, 0.3824, -0.4514)
H (1.0105, -0.3012, -1.8439)
H (-3.2198, 3.5869, 1.7401)
H (-0.7024, 0.7162, 0.1349)

The LUMO energy is -5.028 eV. Its HOMO-LUMO gap is 9.29 eV. As for the total charge: +1. The HOMO energy is -14.32 eV. For the energy above the lowest of the compared OMol25 structures with the same formula, charge and spin, the calculation gives 74.6 kcal/mol.

Results of the natural (NBO) charge analysis, in e, for atoms 1 through 8:
1. C 0.238
2. C 0.132
3. C 0.650
4. C -0.745
5. C -0.750
6. N -0.567
7. N -0.495
8. O -0.591

[3]
Density functional theory data (ωB97M-V/def2-TZVPD) for a structure of composition C32H43BClHfN7S3Se2Te2.

Cartesian coordinates (Å):
Hf (-2.1124, 0.9869, -3.8370)
C (-4.4192, -2.7429, -1.6105)
C (-3.4090, -2.0708, -0.7436)
C (-3.5184, -2.0521, 0.6213)
C (-2.5413, -1.3968, 1.4010)
N (-1.5520, -0.7747, 0.8184)
N (-1.4278, -0.7890, -0.5106)
B (-0.0775, -0.1106, -0.8221)
N (0.1307, 1.0865, 0.0864)
N (0.9923, 0.9203, 1.0857)
C (1.2351, 1.9217, 1.8875)
C (0.6122, 3.1758, 1.6701)
C (-0.2788, 3.3502, 0.6490)
C (-0.9628, 4.6502, 0.3834)
C (-0.5324, 2.2230, -0.1778)
S (-1.6812, 2.3032, -1.4527)
C (2.1931, 1.6967, 3.0423)
C (2.6546, 0.2380, 3.0942)
C (1.4615, 2.0470, 4.3480)
C (3.4106, 2.6157, 2.8625)
N (1.0867, -1.1307, -0.8612)
N (1.5264, -2.0438, -0.0298)
C (2.5500, -2.7679, -0.4421)
C (3.1205, -2.5641, -1.7248)
C (2.6401, -1.6106, -2.5958)
C (3.1774, -1.3284, -3.9573)
C (1.5656, -0.8847, -2.0779)
S (0.5578, 0.4417, -2.6082)
C (3.1073, -3.8105, 0.5060)
C (2.2762, -3.8908, 1.7885)
C (4.5504, -3.4071, 0.8568)
C (3.1069, -5.1808, -0.1879)
C (-2.2840, -1.4248, -1.3265)
S (-2.0003, -1.5146, -3.0237)
C (-2.5205, -1.3829, 2.9202)
C (-1.3189, -2.2417, 3.3573)
C (-3.8082, -1.9558, 3.5080)
C (-2.3223, 0.0593, 3.4125)
H (-5.1809, -3.2294, -1.0050)
H (-3.9473, -3.4852, -2.2547)
H (-4.8997, -2.0138, -2.2660)
H (-4.3573, -2.5381, 1.0999)
H (0.8536, 4.0098, 2.3165)
H (-0.6685, 5.3974, 1.1168)
H (-2.0464, 4.5269, 0.4134)
H (-0.7110, 5.0111, -0.6161)
H (1.8026, -0.4345, 3.2023)
H (3.3210, 0.0984, 3.9454)
H (3.1900, -0.0334, 2.1837)
H (0.5525, 1.4518, 4.4564)
H (1.1928, 3.1036, 4.3909)
H (2.1107, 1.8352, 5.1972)
H (3.9502, 2.3705, 1.9461)
H (4.0890, 2.4830, 3.7052)
H (3.1231, 3.6678, 2.8256)
H (3.9538, -3.1812, -2.0373)
H (4.0225, -1.9709, -4.1904)
H (3.4974, -0.2860, -4.0222)
H (2.4003, -1.4724, -4.7111)
H (2.2710, -2.9355, 2.3139)
H (2.7047, -4.6460, 2.4468)
H (1.2446, -4.1677, 1.5693)
H (4.5829, -2.4008, 1.2796)
H (5.2050, -3.4416, -0.0157)
H (4.9446, -4.0993, 1.6005)
H (2.0993, -5.4663, -0.4956)
H (3.4739, -5.9328, 0.5100)
H (3.7554, -5.1997, -1.0652)
H (-1.4269, -3.2729, 3.0133)
H (-1.2537, -2.2520, 4.4460)
H (-0.3936, -1.8355, 2.9461)
H (-3.9329, -3.0112, 3.2585)
H (-4.6850, -1.4012, 3.1669)
H (-3.7709, -1.8797, 4.5940)
H (-1.4051, 0.4780, 2.9979)
H (-2.2555, 0.0711, 4.5005)
H (-3.1630, 0.6895, 3.1145)
Se (-4.6045, 1.0351, -3.2057)
Te (-4.7205, -0.3300, -5.3542)
Te (-2.9836, 0.9703, -6.9566)
Se (-0.7552, 0.3063, -5.9358)
Cl (-3.6559, 6.5385, -3.1350)
C (-2.4453, 5.4606, -3.6816)
C (-1.1382, 5.8845, -3.8811)
C (-0.2036, 4.9651, -4.3282)
C (-0.5904, 3.6581, -4.5437)
N (-1.8531, 3.2435, -4.3372)
C (-2.7635, 4.1341, -3.9225)
H (-0.8684, 6.9167, -3.6993)
H (0.8187, 5.2616, -4.5155)
H (0.1111, 2.9207, -4.9100)
H (-3.7789, 3.7876, -3.7808)

The LUMO energy is -5.945 eV. Its HOMO-LUMO gap is 6.84 eV. As for the total charge: +2. The HOMO energy is -12.78 eV. For the energy above the lowest of the compared OMol25 structures with the same formula, charge and spin, the calculation gives 7.4 kcal/mol.

Results of the Löwdin charge analysis, in e, for atoms 1 through 8:
1. Hf 0.423
2. C -0.047
3. C -0.222
4. C 0.106
5. C -0.171
6. N 0.195
7. N 0.027
8. B -0.838

[4]
Density functional theory data (ωB97M-V/def2-TZVPD) for an isolated molecule of C20H19ClN4O2 at a distorted geometry.

Cartesian coordinates (Å):
C (8.0445, 1.3289, -0.0010)
C (6.6613, 1.6228, -0.0167)
O (6.2300, 2.8463, 0.0661)
N (5.8096, 0.4665, -0.1083)
C (4.3865, 0.1732, -0.2004)
C (3.4536, 1.3572, 0.1148)
C (2.0522, 1.1384, 0.2605)
C (1.5717, 0.0091, -0.1089)
N (0.1314, -0.1613, 0.1757)
C (-0.5286, -1.4170, 0.0286)
O (-0.1592, -2.4376, -0.0383)
C (-1.9121, -0.8916, -0.0268)
C (-3.0102, -1.8994, 0.2486)
C (-2.8504, -3.4200, 0.5146)
N (-4.3275, -1.3942, 0.3495)
N (-4.1180, -0.1694, -0.0361)
C (-5.1786, 0.8138, -0.0204)
C (-5.3328, 1.8496, 0.7608)
C (-6.3692, 2.6131, 0.6502)
C (-7.5030, 2.2999, -0.1561)
C (-7.5126, 0.9198, -0.8417)
C (-6.3049, 0.2143, -0.6393)
C (-2.7919, 0.2162, 0.0699)
Cl (-2.3041, 1.8283, -0.3528)
C (2.3937, -1.0790, -0.1926)
C (3.8600, -0.9873, -0.1387)
C (4.6420, -1.9546, -0.2321)
H (8.5001, 2.1188, -0.0007)
H (8.1265, 0.8906, -1.0947)
H (8.4440, 0.6214, 0.7292)
H (6.1637, -0.4120, -0.1385)
H (3.7882, 2.5071, 0.3648)
H (1.5740, 2.0492, 0.3405)
H (-0.3989, 0.8824, 0.2242)
H (-3.7470, -3.7986, 0.2152)
H (-2.1818, -3.8334, -0.5422)
H (-2.1452, -3.8514, 1.2028)
H (-4.4051, 2.2590, 1.4786)
H (-6.4051, 3.6189, 0.8995)
H (-8.3655, 2.9956, -0.1182)
H (-8.3825, 0.5090, -1.2351)
H (-6.3116, -0.9269, -1.1430)
H (2.0142, -2.1091, -0.2878)
H (3.9838, -2.9534, -0.4006)
H (5.3873, -2.4286, 0.4970)
H (5.3273, -2.0247, -1.1203)

The LUMO energy is 0.277 eV. Its HOMO-LUMO gap is 8.28 eV. The HOMO energy is -8.00 eV. For the energy above the lowest of the compared OMol25 structures with the same formula, charge and spin, the calculation gives 302.8 kcal/mol.

Results of the natural (NBO) charge analysis, in e, for atoms 1 through 8:
1. C -0.661
2. C 0.680
3. O -0.610
4. N -0.625
5. C 0.193
6. C -0.163
7. C -0.267
8. C 0.115

[5]
Density functional theory data (ωB97M-V/def2-TZVPD) for a cluster of 2 separate species, C5H15N3O in total at a distorted geometry.

Cartesian coordinates (Å):
H (-1.4302, 1.0308, -1.1934)
N (-1.7024, 0.5492, -0.3332)
C (-1.0592, 1.0196, 0.6815)
N (-0.1052, 1.9698, 0.6190)
C (-1.2642, 0.3462, 2.0199)
N (-0.7218, 1.1483, 3.1108)
H (0.4771, 2.0675, 1.4382)
H (0.3279, 2.0972, -0.2953)
H (-2.3307, 0.1070, 2.1152)
H (-0.7201, -0.6047, 1.9847)
H (-1.3217, 1.9431, 3.3017)
H (-0.6435, 0.5988, 3.9575)
C (2.1121, -1.2015, -0.8381)
C (0.9810, -0.9494, -1.8140)
C (-0.2896, -1.6237, -1.4973)
O (0.8157, 0.6638, -1.7806)
H (1.7903, -0.9675, 0.1741)
H (2.4110, -2.2479, -0.8782)
H (2.9720, -0.5801, -1.0772)
H (1.2953, -1.1248, -2.8499)
H (-0.1695, -2.5753, -0.9863)
H (-0.9317, -1.7572, -2.3655)
H (-1.0232, -0.8248, -0.8283)
H (0.5307, 0.9156, -2.6654)

The LUMO energy is 0.900 eV. Its HOMO-LUMO gap is 9.24 eV. The HOMO energy is -8.34 eV. For the energy above the lowest of the compared OMol25 structures with the same formula, charge and spin, the calculation gives 39.9 kcal/mol.

Results of the natural (NBO) charge analysis, in e, for atoms 1 through 8:
1. H 0.349
2. N -0.761
3. C 0.464
4. N -0.822
5. C -0.282
6. N -0.850
7. H 0.407
8. H 0.420

[6]
Density functional theory data (ωB97M-V/def2-TZVPD) for an isolated molecule of C2H3N3OS at a distorted geometry.

Cartesian coordinates (Å):
O (-0.5619, 1.8997, -0.0079)
N (-0.1914, 0.6573, 0.3650)
N (1.0977, 0.2903, -0.1856)
C (1.0288, -1.1062, -0.0679)
N (-0.1250, -1.5622, 0.0980)
C (-1.0214, -0.4363, 0.2035)
S (-2.6258, -0.4115, -0.0352)
H (-1.4252, 1.7617, -0.5162)
H (1.9275, 0.6990, 0.3156)
H (1.8968, -1.7918, -0.1693)

The LUMO energy is 0.021 eV. Its HOMO-LUMO gap is 9.05 eV. The HOMO energy is -9.03 eV. For the energy above the lowest of the compared OMol25 structures with the same formula, charge and spin, the calculation gives 53.7 kcal/mol.

Results of the natural (NBO) charge analysis, in e, for atoms 1 through 8:
1. O -0.517
2. N 0.010
3. N -0.431
4. C 0.255
5. N -0.459
6. C 0.131
7. S -0.091
8. H 0.484

> What is the formula in the fifth record?

C5H15N3O